DFT (ωB97M-V/def2-TZVPD) results for a molecular structure, C28H35N5P2SeSr.

The molecular weight comes out at 670.2 g mol⁻¹. The LUMO energy (spin up / spin down) comes out at -0.563 / -0.458 eV. The multiplicity is 1. The calculation puts the orbital gap (spin up / spin down) at 6.710 / 4.010 eV. As for the energy relative to the best compared isomer or geometry (same formula, charge and spin): 0.0 kcal per mole.

Atoms and positions in Å:
Sr (-0.05, 2.03, -3.87)
C (-2.07, 1.87, -7.18)
C (-2.16, 0.57, -6.88)
C (-1.32, -0.48, -7.53)
C (0.18, -0.13, -7.61)
C (0.73, 0.65, -6.45)
C (0.76, 2.02, -6.48)
C (0.30, 2.74, -7.73)
C (-1.13, 2.40, -8.21)
C (1.90, 0.95, 0.60)
H (-2.75, 2.63, -6.79)
H (-2.97, 0.17, -6.27)
H (-1.68, -0.62, -8.57)
H (-1.47, -1.44, -7.00)
H (0.73, -1.09, -7.70)
H (0.34, 0.43, -8.55)
H (1.28, 0.07, -5.72)
H (1.37, 2.61, -5.79)
H (0.96, 2.51, -8.60)
H (0.37, 3.83, -7.55)
H (-1.57, 3.33, -8.61)
H (-1.08, 1.66, -9.03)
H (1.35, 1.87, 0.29)
H (2.91, 1.19, 1.03)
H (1.24, 0.21, 1.14)
P (1.69, -0.35, -1.62)
P (-1.55, -1.14, -1.52)
N (2.55, 0.82, -2.77)
N (2.97, -1.60, -1.43)
N (-2.21, 0.20, -2.52)
N (-3.05, -2.02, -1.44)
C (0.79, -1.07, -3.15)
C (-0.51, -1.91, -2.89)
C (2.80, 2.13, -2.34)
C (3.79, 2.68, -3.14)
C (4.15, 1.71, -4.12)
C (3.41, 0.56, -3.85)
C (3.96, -1.51, -0.42)
C (4.62, -2.72, -0.30)
C (4.07, -3.60, -1.26)
C (3.08, -2.90, -1.94)
C (-2.75, 1.34, -1.87)
C (-2.87, 2.37, -2.80)
C (-2.58, 1.80, -4.10)
C (-2.10, 0.48, -3.88)
C (-4.00, -2.38, -2.40)
C (-4.98, -3.19, -1.81)
C (-4.64, -3.32, -0.42)
C (-3.50, -2.56, -0.22)
H (1.57, -1.72, -3.61)
H (0.56, -0.31, -3.95)
H (-1.07, -2.09, -3.85)
H (-0.20, -2.92, -2.54)
H (2.42, 2.39, -1.38)
H (4.22, 3.67, -3.07)
H (4.89, 1.81, -4.91)
H (3.51, -0.44, -4.24)
H (4.08, -0.62, 0.16)
H (5.43, -2.98, 0.38)
H (4.35, -4.65, -1.44)
H (2.45, -3.22, -2.74)
H (-3.12, 1.34, -0.86)
H (-3.32, 3.36, -2.62)
H (-2.76, 2.26, -5.07)
H (-1.65, -0.25, -4.59)
H (-3.87, -2.04, -3.41)
H (-5.88, -3.60, -2.31)
H (-5.18, -3.88, 0.33)
H (-2.92, -2.33, 0.65)
Se (-1.55, 0.54, 1.82)
C (-0.93, 0.82, 0.17)
N (-0.36, 1.08, -0.86)

Partial charges, Löwdin, in e: Sr 1.38; C -0.14; C -0.15; C -0.19; C -0.20; C -0.22; C -0.32; C -0.22; C -0.20; C -0.10; H 0.09; H 0.10; H 0.12; H 0.11; H 0.11; H 0.10; H 0.05; H 0.04; H 0.11; H 0.10; H 0.11; H 0.10; H -0.01; H 0.01; H -0.01; P 1.13; P 1.09; N -0.27; N -0.23; N -0.21; N -0.27; C -0.39; C -0.34; C -0.21; C -0.09; C -0.08; C -0.13; C -0.14; C -0.10; C -0.10; C -0.15; C -0.13; C -0.10; C -0.25; C -0.30; C -0.14; C -0.09; C -0.11; C -0.15; H 0.06; H -0.01; H 0.08; H 0.08; H 0.07; H 0.10; H 0.11; H 0.11; H 0.08; H 0.10; H 0.10; H 0.08; H 0.10; H 0.11; H 0.06; H 0.09; H 0.09; H 0.10; H 0.10; H 0.07; Se 0.55; C -1.10; N -0.15


DFT (ωB97M-V/def2-TZVPD) results for a molecular structure, C28H35N5P2SeV.

The molecular weight comes out at 633.5 g mol⁻¹. The LUMO energy (spin up / spin down) comes out at -7.948 / -7.828 eV. The multiplicity is 2. The calculation puts the orbital gap (spin up / spin down) at 5.515 / 5.636 eV. As for the energy relative to the best compared isomer or geometry (same formula, charge and spin): 15.4 kcal per mole. Its net charge is +2.

Atoms and positions in Å:
V (-2.51, 0.56, 0.30)
C (3.21, -1.13, 3.53)
C (3.45, -0.16, 2.65)
C (4.37, -0.34, 1.47)
C (4.32, -1.70, 0.77)
C (2.95, -2.32, 0.57)
C (2.42, -3.19, 1.46)
C (3.18, -3.59, 2.71)
C (3.89, -2.47, 3.52)
C (-3.80, -0.43, -1.62)
H (2.57, -0.97, 4.39)
H (3.05, 0.83, 2.80)
H (5.41, -0.14, 1.79)
H (4.15, 0.45, 0.73)
H (4.81, -1.59, -0.21)
H (4.98, -2.40, 1.32)
H (2.42, -2.11, -0.35)
H (1.47, -3.69, 1.27)
H (3.95, -4.36, 2.47)
H (2.47, -4.10, 3.40)
H (3.97, -2.83, 4.56)
H (4.93, -2.39, 3.17)
H (-4.17, 0.09, -0.69)
H (-4.29, -1.43, -1.60)
H (-4.28, 0.11, -2.46)
P (-1.95, -0.50, -1.87)
P (-0.93, 2.25, 0.26)
N (-1.92, -2.20, -1.64)
N (-1.86, -0.16, -3.55)
N (-0.51, 1.63, 1.83)
N (-0.71, 3.92, 0.42)
C (-0.17, 0.01, -1.29)
C (0.21, 1.47, -0.94)
C (-2.63, -2.83, -0.62)
C (-2.17, -4.13, -0.53)
C (-1.13, -4.29, -1.51)
C (-0.97, -3.07, -2.16)
C (-2.80, -0.65, -4.48)
C (-2.40, -0.31, -5.75)
C (-1.15, 0.40, -5.63)
C (-0.85, 0.46, -4.28)
C (-1.48, 0.98, 2.64)
C (-0.81, 0.46, 3.73)
C (0.58, 0.70, 3.55)
C (0.74, 1.43, 2.38)
C (0.35, 4.61, 1.04)
C (0.17, 5.96, 0.84)
C (-1.03, 6.14, 0.07)
C (-1.57, 4.89, -0.17)
H (0.46, -0.32, -2.13)
H (0.06, -0.65, -0.45)
H (1.23, 1.51, -0.53)
H (0.18, 2.14, -1.81)
H (-3.43, -2.32, -0.09)
H (-2.55, -4.88, 0.15)
H (-0.59, -5.20, -1.70)
H (-0.30, -2.76, -2.95)
H (-3.68, -1.17, -4.12)
H (-2.93, -0.54, -6.67)
H (-0.56, 0.80, -6.45)
H (0.00, 0.90, -3.77)
H (-2.55, 1.06, 2.39)
H (-1.21, -0.12, 4.56)
H (1.39, 0.31, 4.15)
H (1.62, 1.79, 1.86)
H (1.11, 4.06, 1.59)
H (0.81, 6.76, 1.21)
H (-1.45, 7.10, -0.23)
H (-2.48, 4.60, -0.66)
Se (-5.31, 4.16, -1.35)
C (-4.26, 2.86, -0.84)
N (-3.53, 2.00, -0.44)

Partial charges, Löwdin, in e: V 0.67; C -0.10; C -0.13; C -0.18; C -0.19; C -0.11; C -0.10; C -0.18; C -0.18; C -0.18; H 0.09; H 0.07; H 0.13; H 0.10; H 0.12; H 0.10; H 0.07; H 0.09; H 0.13; H 0.11; H 0.12; H 0.11; H 0.03; H 0.09; H 0.09; P 0.95; P 1.01; N -0.24; N -0.20; N -0.25; N -0.23; C -0.25; C -0.29; C -0.14; C -0.03; C -0.02; C -0.08; C -0.11; C -0.02; C -0.03; C -0.12; C -0.16; C -0.01; C -0.02; C -0.09; C -0.09; C -0.04; C -0.04; C -0.10; H 0.09; H 0.09; H 0.10; H 0.10; H 0.10; H 0.12; H 0.11; H 0.13; H 0.12; H 0.12; H 0.12; H 0.10; H 0.09; H 0.13; H 0.08; H 0.10; H 0.10; H 0.12; H 0.12; H 0.05; Se 0.82; C -0.87; N -0.17


DFT (ωB97M-V/def2-TZVPD) results for a molecular structure, C28H35N5P2Zn.

The molecular weight comes out at 569.0 g mol⁻¹. The LUMO energy comes out at -1.403 eV. The multiplicity is 1. The calculation puts the orbital gap at 6.998 eV. As for the energy relative to the best compared isomer or geometry (same formula, charge and spin): 12.8 kcal per mole.

Atoms and positions in Å:
Zn (-0.78, -2.58, -0.14)
C (-0.94, 2.08, -0.85)
C (-1.21, 1.14, -1.77)
C (-0.81, 1.01, -3.23)
C (0.42, 0.12, -3.54)
C (1.61, 0.45, -2.67)
C (1.74, 1.53, -1.87)
C (1.08, 2.86, -2.10)
C (0.04, 3.21, -1.01)
C (1.00, -1.79, 0.35)
H (-1.39, 1.99, 0.14)
H (-1.83, 0.29, -1.45)
H (-0.70, 1.97, -3.76)
H (-1.67, 0.52, -3.71)
H (0.13, -0.93, -3.37)
H (0.69, 0.17, -4.62)
H (2.40, -0.30, -2.70)
H (2.48, 1.50, -1.05)
H (0.61, 2.91, -3.09)
H (1.85, 3.65, -2.09)
H (0.54, 3.41, -0.05)
H (-0.47, 4.16, -1.27)
H (0.92, -1.24, 1.30)
H (1.22, -1.07, -0.46)
H (1.88, -2.47, 0.40)
P (1.24, -1.06, -8.15)
P (-1.81, -0.85, -7.88)
N (2.69, -0.08, -8.17)
N (1.97, -2.35, -9.16)
N (-1.99, 0.90, -7.62)
N (-3.50, -1.08, -8.33)
C (0.36, -0.18, -9.52)
C (-1.11, -0.66, -9.59)
C (3.33, 0.36, -7.01)
C (4.40, 1.16, -7.38)
C (4.44, 1.19, -8.82)
C (3.37, 0.44, -9.27)
C (2.19, -3.64, -8.65)
C (2.77, -4.43, -9.65)
C (2.93, -3.59, -10.81)
C (2.42, -2.33, -10.48)
C (-1.77, 1.48, -6.37)
C (-1.89, 2.86, -6.49)
C (-2.17, 3.14, -7.86)
C (-2.21, 1.93, -8.54)
C (-4.33, -0.33, -9.18)
C (-5.48, -1.06, -9.42)
C (-5.36, -2.30, -8.71)
C (-4.15, -2.29, -8.05)
H (0.85, -0.34, -10.49)
H (0.43, 0.90, -9.32)
H (-1.69, 0.01, -10.25)
H (-1.17, -1.66, -10.05)
H (2.96, 0.06, -6.04)
H (5.09, 1.67, -6.72)
H (5.14, 1.71, -9.44)
H (3.02, 0.24, -10.28)
H (1.91, -3.87, -7.64)
H (3.05, -5.47, -9.57)
H (3.35, -3.86, -11.75)
H (2.35, -1.45, -11.09)
H (-1.57, 0.83, -5.54)
H (-1.78, 3.57, -5.68)
H (-2.32, 4.11, -8.31)
H (-2.37, 1.74, -9.58)
H (-4.04, 0.64, -9.53)
H (-6.30, -0.75, -10.05)
H (-6.09, -3.10, -8.69)
H (-3.66, -3.00, -7.40)
N (-3.18, -1.23, 1.45)
C (-2.31, -1.62, 0.75)

Partial charges, Löwdin, in e: Zn 0.80; C -0.11; C -0.10; C -0.22; C -0.19; C -0.13; C -0.11; C -0.20; C -0.19; C -0.26; H 0.10; H 0.08; H 0.09; H 0.09; H 0.11; H 0.10; H 0.10; H 0.11; H 0.09; H 0.12; H 0.11; H 0.12; H -0.01; H -0.06; H -0.03; P 1.06; P 1.04; N -0.28; N -0.26; N -0.25; N -0.28; C -0.39; C -0.40; C -0.14; C -0.10; C -0.08; C -0.14; C -0.15; C -0.10; C -0.08; C -0.15; C -0.14; C -0.08; C -0.08; C -0.17; C -0.13; C -0.08; C -0.10; C -0.16; H 0.06; H 0.09; H 0.07; H 0.09; H 0.09; H 0.09; H 0.09; H 0.08; H 0.09; H 0.09; H 0.09; H 0.08; H 0.05; H 0.09; H 0.09; H 0.09; H 0.08; H 0.09; H 0.09; H 0.09; N -0.05; C -0.39


Which value of molecular weight does entry 3 give?
569.0 g mol⁻¹